No. 1
The following is a quantum chemistry calculation of one molecule with the formula C3H5NO in a non-equilibrium geometry, from OMol25.

## Properties
SMILES = O=C[C@@H]1CN1
gap between HOMO and LUMO = 10.901 eV
HOMO energy = -10.219 eV
ΔE to the lowest compared entry with this formula, charge and spin = 51.7 kcal per mole

```
! wB97M-V def2-TZVPD RIJCOSX def2/J DEFGRID3
* xyz 0 1
H 1.460 1.350 0.480
C 0.872 0.712 -0.051
H 0.693 1.032 -1.062
N 1.141 -0.680 0.100
C -1.336 -0.319 -0.101
O -2.483 0.141 0.133
H 0.962 -1.053 -0.793
C -0.083 -0.130 0.683
H -0.160 -0.319 1.802
H -1.067 -0.732 -1.192
*
```

---

No. 2
The following is a quantum chemistry calculation of one molecule with the formula C21H22N2O7 in a non-equilibrium geometry, from OMol25.

## Properties
SMILES = COc1cc([C@H]2NC(=O)NC(C)=C2C(=O)OC(C)C)ccc1OC(=O)c1ccco1
gap between HOMO and LUMO = 9.230 eV
HOMO energy = -8.607 eV
ΔE to the lowest compared entry with this formula, charge and spin = 35.5 kcal per mole

```
! wB97M-V def2-TZVPD RIJCOSX def2/J DEFGRID3
* xyz 0 1
H 0.138 -4.969 1.662
C -1.074 -0.486 -0.736
H 0.842 -1.768 -5.780
H 1.953 4.846 6.628
H 2.506 1.583 -1.255
C 0.198 2.511 2.979
H 1.928 -0.705 -4.883
H 0.553 5.102 4.315
O -2.262 1.568 -4.393
C 1.678 4.069 5.944
H 2.492 2.183 6.804
H -0.068 -6.515 -0.424
C -1.652 -0.850 0.468
C 1.202 -1.512 -4.784
H -0.217 0.516 -5.237
H 1.683 -2.378 -4.344
H 1.185 -4.353 -0.509
O 1.452 1.898 0.503
H 0.393 0.714 -1.706
C -0.454 -5.668 -0.984
H -0.146 -5.765 -2.022
H 0.050 -3.216 1.419
H -2.279 -1.878 -1.818
C 0.952 4.208 4.745
C 2.021 2.385 -0.688
C -1.202 -0.284 1.649
C 0.058 -1.063 -3.939
C -0.301 -4.180 1.058
H 1.272 2.879 -1.314
H -2.449 -1.576 0.488
C 0.427 1.016 0.417
C 0.220 -2.865 -2.231
C -0.176 0.639 1.628
O -0.436 -3.249 -1.125
C 1.962 2.738 6.055
C 0.092 -4.369 -0.400
C 0.849 2.943 4.216
N -2.248 -0.076 -2.837
H -3.068 0.336 -2.416
H -1.382 -4.215 1.158
O 0.283 1.175 2.824
O 1.468 2.054 5.022
H 2.769 3.112 -0.378
C -1.559 -1.082 -2.046
C -0.043 0.445 -0.758
O -0.366 3.256 2.219
H -1.540 -5.672 -0.934
H -1.642 -0.550 2.598
C -0.396 -1.672 -2.819
C -1.737 0.605 -3.883
N -0.555 0.080 -4.390
O 1.200 -3.447 -2.645
*
```

---

No. 3
The following is a quantum chemistry calculation of C2HO3Pr as an isolated structure in a non-equilibrium geometry, from OMol25.

## Properties
gap between HOMO and LUMO (alpha / beta) = 4.832 / 9.651 eV
HOMO energy (alpha / beta) = -21.762 / -26.580 eV
<S²> = 3.75

```
! wB97M-V def2-TZVPD RIJCOSX def2/J DEFGRID3
* xyz 3 4
O -0.776 -0.132 0.458
O 1.243 0.196 -1.265
Pr -2.268 0.452 2.431
O -0.858 -1.858 -1.121
C -0.603 -0.932 -0.490
C 1.207 1.032 -0.351
H 2.055 1.242 0.337
*
```

---

No. 4
The following is a quantum chemistry calculation of a 2-piece molecular cluster, C14H30N3O6 overall in a non-equilibrium geometry, from OMol25.

## Properties
gap between HOMO and LUMO = 9.390 eV
HOMO energy = -11.792 eV
ΔE to the lowest compared entry with this formula, charge and spin = 0.0 kcal per mole

```
! wB97M-V def2-TZVPD RIJCOSX def2/J DEFGRID3
* xyz 1 1
H 3.680 1.562 -1.059
C 3.496 0.630 -3.548
H -2.245 -1.908 0.762
H 1.635 3.242 -2.466
H -0.740 2.425 2.774
C 0.156 1.159 3.976
H -0.260 -1.046 1.862
H 0.582 0.913 1.203
H -0.989 -0.812 -4.209
H -2.319 -0.480 -0.298
H -4.788 -0.033 5.111
H 2.754 0.050 -1.056
O -3.577 -0.844 2.533
H -3.529 -0.313 6.338
H -0.189 -0.995 3.988
H -2.005 -4.073 -3.609
N 2.419 1.284 -2.764
C 2.397 2.732 -3.066
H 1.397 -1.078 -4.246
N -2.816 0.112 4.400
C -1.657 -1.139 0.264
H 3.299 0.702 -4.623
H 3.367 3.193 -2.844
C -0.856 -0.340 1.287
H -1.045 -0.723 -2.455
H 0.403 0.972 -2.222
H 0.656 1.211 -3.950
O 1.653 -1.504 -2.248
C 0.291 -0.226 4.582
C 2.716 1.113 -1.322
O 0.894 2.045 4.364
H -2.149 0.755 4.799
H -0.152 -0.216 5.577
C -1.654 0.573 2.251
C -0.822 -2.695 -3.229
C 0.956 -0.807 -3.280
N -0.728 1.445 3.016
H 1.336 -2.443 -2.227
H -3.880 -1.555 5.115
O -0.014 -3.448 -2.712
H 3.571 -0.432 -3.285
C 1.066 0.722 -3.060
H 2.171 2.909 -4.124
H -2.223 1.239 1.603
O 0.032 0.477 0.545
H 4.467 1.095 -3.345
O -1.987 -3.113 -3.754
H 1.937 1.580 -0.709
H -0.967 -1.649 -0.405
C -0.533 -1.196 -3.293
C -3.809 -0.480 5.296
C -2.748 -0.132 3.084
H 1.351 -0.459 4.677
*
```

---

No. 5
The following is a quantum chemistry calculation of C6H12O as an isolated structure in a non-equilibrium geometry, from OMol25.

## Properties
gap between HOMO and LUMO = 10.089 eV
HOMO energy = -9.082 eV
ΔE to the lowest compared entry with this formula, charge and spin = 71.2 kcal per mole

```
! wB97M-V def2-TZVPD RIJCOSX def2/J DEFGRID3
* xyz 0 1
C 1.542 0.645 -0.478
C 2.277 -0.451 0.313
C -1.146 1.015 -0.573
H 2.373 -0.191 1.375
H -2.540 0.317 0.997
H -1.495 2.030 -0.357
H -2.912 -0.260 -0.651
O -0.164 -1.113 -0.557
H -1.707 -2.185 0.450
C -1.189 -1.220 0.362
H -1.038 0.849 -1.642
C -2.110 -0.035 0.056
H 1.692 -1.370 0.233
H 0.158 0.952 1.122
C 0.157 0.645 0.033
H 2.047 1.610 -0.353
H 1.465 0.382 -1.532
H 3.268 -0.618 -0.105
H -0.679 -1.003 1.307
*
```

---

No. 6
The following is a quantum chemistry calculation of a 2-piece molecular cluster, C23H25N2O overall in a non-equilibrium geometry, from OMol25.

## Properties
gap between HOMO and LUMO = 5.271 eV
HOMO energy = -10.589 eV
ΔE to the lowest compared entry with this formula, charge and spin = 27.2 kcal per mole

```
! wB97M-V def2-TZVPD RIJCOSX def2/J DEFGRID3
* xyz 1 1
C 1.274 -2.233 2.254
H -0.706 4.748 -2.972
H -5.834 -3.211 2.017
C -5.242 -3.549 2.872
C 1.487 2.719 -0.919
C 0.402 4.710 -3.064
N 0.846 3.323 -3.208
C 3.644 -2.114 2.866
C -3.642 -1.651 2.483
C 0.798 5.589 -4.255
C 2.593 -4.281 2.515
C 3.721 -3.517 2.852
C 1.408 -3.652 2.149
H 2.159 3.573 -0.833
H -2.912 -4.892 3.272
H -4.512 -0.997 2.378
C 0.045 -1.546 2.047
H 0.084 -0.560 1.598
H -0.930 -0.248 -0.849
H 0.850 5.111 -2.145
C 1.310 3.660 -5.583
H -0.857 1.159 -2.875
H -0.326 2.486 -4.781
C 0.733 2.706 -4.535
H -5.242 -4.642 2.881
H 1.078 3.302 -6.600
C -2.746 -3.839 3.033
H 0.110 6.445 -4.332
H 2.409 3.749 -5.467
C -0.181 1.388 -2.049
C -0.228 0.586 -0.905
C 0.705 2.492 -2.075
H 0.571 -4.241 1.768
H -5.751 -3.200 3.778
H 2.349 -0.394 2.623
C -1.460 -3.336 2.972
C -3.849 -3.010 2.790
H 1.828 5.964 -4.121
C 2.439 -1.482 2.584
H 1.308 1.769 -4.531
H 4.530 -1.517 3.091
N 0.565 0.772 0.149
O 0.691 4.948 -5.523
H -2.200 -0.139 1.982
H 2.148 1.829 0.945
C -1.222 -2.025 2.435
H -0.637 -3.966 3.298
H 4.666 -4.010 3.081
C -2.362 -1.172 2.280
C 1.448 1.772 0.110
H 2.641 -5.372 2.521
*
```

---

No. 7
The following is a quantum chemistry calculation of C3H6CuLiO5 as an isolated structure in a non-equilibrium geometry, from OMol25.

## Properties
gap between HOMO and LUMO (alpha / beta) = 6.116 / 6.201 eV
HOMO energy (alpha / beta) = -7.064 / -8.400 eV
<S²> = 2.00

```
! wB97M-V def2-TZVPD RIJCOSX def2/J DEFGRID3
* xyz 0 3
H -0.476 0.668 1.002
H -0.785 -0.666 1.699
O 2.779 -1.186 -0.200
C -1.922 -0.236 -0.185
H -2.695 -0.838 0.335
H 0.674 -0.446 -1.413
H -1.819 -0.817 -1.126
H 2.827 -1.714 0.605
C -0.658 -0.360 0.651
Li -3.081 2.390 0.054
O 1.531 0.373 -1.206
O 0.393 -1.066 0.027
Cu 1.217 2.183 -0.604
O 2.211 0.781 0.837
C 1.883 -0.168 0.042
O -2.079 1.101 -0.517
*
```

---

No. 8
The following is a quantum chemistry calculation of C16H18ClNTi as an isolated structure in a non-equilibrium geometry, from OMol25.

## Properties
gap between HOMO and LUMO (alpha / beta) = 4.621 / 4.892 eV
HOMO energy (alpha / beta) = 0.219 / -0.099 eV
<S²> = 2.00

```
! wB97M-V def2-TZVPD RIJCOSX def2/J DEFGRID3
* xyz -2 3
H -3.571 1.534 -0.226
C 3.100 -1.353 -0.508
C 0.280 2.189 2.815
H 0.659 3.933 0.348
H -2.690 -2.731 -0.682
H -0.029 -1.772 1.522
H 1.341 -2.552 0.277
C -3.323 0.567 -0.671
C 1.112 -1.576 -1.713
C 3.309 -0.763 -1.806
H 3.826 -1.416 0.303
C 0.516 0.903 3.335
C 2.076 -0.911 -2.553
C -2.911 -1.100 -2.214
H 1.644 -1.890 2.182
C -2.903 -1.692 -0.907
C -3.159 -0.654 0.047
H -3.256 1.023 -2.866
C 1.766 -1.899 -0.484
H -3.211 -0.770 1.128
H -1.023 3.526 0.840
C 0.409 2.097 1.413
H 4.243 -0.358 -2.186
Ti 1.672 0.364 -0.831
H 1.893 -0.604 -3.578
H -0.263 2.680 -0.536
H -0.004 3.084 3.352
H 0.105 -1.897 -1.994
C -0.070 3.110 0.457
N 0.844 0.818 1.084
H -2.717 -1.624 -3.142
C 0.665 -1.408 2.298
C 0.770 0.055 2.243
Cl 1.359 1.931 -2.326
H 0.257 -1.705 3.281
H 0.460 0.564 4.360
C -3.176 0.296 -2.059
*
```

---

No. 9
The following is a quantum chemistry calculation of C25H54F6N2O20S8Zr as an isolated structure in a non-equilibrium geometry, from OMol25.

## Properties
gap between HOMO and LUMO (alpha / beta) = 3.077 / 7.921 eV
HOMO energy (alpha / beta) = -1.499 / -6.344 eV
<S²> = 0.75

```
! wB97M-V def2-TZVPD RIJCOSX def2/J DEFGRID3
* xyz -1 2
H 0.591 5.562 0.784
H 0.915 2.195 -4.177
H 4.764 1.222 4.710
H -0.430 1.091 -4.285
H 1.650 -3.658 6.288
H -3.696 -3.162 -1.283
H 2.265 -1.226 -1.466
C -3.443 -2.272 -1.859
H -3.545 3.213 1.863
S 3.488 2.012 2.789
O -3.315 4.825 0.716
H 4.378 1.333 0.537
C 0.619 0.666 0.712
C 2.536 -1.289 5.107
C 0.225 -3.709 -4.886
C -3.317 3.426 0.819
O -3.443 -1.278 2.161
H 2.961 -1.704 4.193
H 3.689 2.963 0.629
C 1.659 0.003 -3.015
C -4.486 5.276 0.213
O 1.624 1.321 0.194
H 1.951 5.376 -0.249
H 5.774 2.133 3.795
H -0.687 -3.573 -4.306
H -0.019 -3.667 -5.947
O -4.873 6.370 0.128
H 5.475 0.481 3.205
H -4.145 -1.479 -1.601
F -0.087 -6.001 -0.292
H 1.372 1.947 4.820
C -2.278 -0.032 -2.401
O -2.889 0.622 1.988
O -1.134 -5.395 3.050
H 3.011 -0.042 -6.056
O 0.601 -2.864 0.080
O -1.901 -3.502 4.395
C 2.234 -1.345 -2.549
O 1.109 2.947 -1.803
O -4.618 -0.131 0.494
H 1.897 -3.499 -2.779
F -3.773 -5.762 2.615
F -3.845 -3.990 1.195
O 3.236 3.466 3.095
S 0.135 3.860 -1.075
H -3.533 -2.520 -2.917
H 0.635 2.903 6.057
O -0.678 0.886 3.408
C 2.859 0.311 -5.036
C -0.249 5.283 -2.151
N 0.723 -1.134 -4.935
H 3.253 -2.133 -5.279
H 0.753 0.239 -2.457
C 1.144 4.812 0.218
C 1.467 -2.552 -3.106
H -4.083 2.848 -1.098
F -2.014 -5.603 0.702
F -1.569 -4.502 -1.100
O -1.921 -1.093 -0.012
H 0.656 -4.696 -4.714
H -0.881 5.097 -3.018
H -5.034 2.235 0.134
C 2.523 -2.938 -5.354
N -1.143 -2.772 1.953
H 0.532 1.565 -5.749
H -0.794 6.021 -1.562
O 0.705 -0.379 1.348
H 5.225 2.761 1.290
F -4.467 -3.900 3.384
H -1.458 0.684 -2.352
H -2.335 3.203 0.400
C 1.253 -2.560 -4.603
H 3.728 -0.124 -4.543
H -0.755 4.491 4.287
C 5.017 1.360 3.659
H 3.234 1.334 -5.057
C -1.038 -5.012 0.016
C 0.997 -3.556 5.421
H 0.719 5.729 -2.382
H 2.296 -3.059 -6.413
C -3.621 -4.426 2.459
S -1.819 -4.110 3.072
O -5.154 0.317 2.858
S -4.186 -0.050 1.867
H 2.330 0.754 -2.598
H 1.474 4.135 1.006
H 3.109 -1.607 5.978
S 0.744 -1.752 5.148
C 1.404 0.070 -4.472
O 0.230 -1.558 3.731
H 0.506 -2.581 -2.592
S -0.118 -3.669 1.074
H 3.287 -1.280 -2.824
O 0.428 -1.039 -6.283
H 1.552 -3.975 4.582
O -0.551 1.017 0.722
C -4.459 3.127 -0.114
S -0.937 2.085 4.308
H -2.491 -0.278 -3.441
S -1.787 -1.562 -1.485
H 0.072 -4.109 5.583
H 0.422 1.163 6.129
H -0.531 -1.014 -6.325
C -0.606 3.704 3.548
H 2.632 -0.213 4.961
H -1.151 3.921 2.630
H -3.156 0.522 -2.066
H 0.440 3.565 3.275
C 4.286 2.222 1.161
H 1.420 2.001 -0.453
O -5.177 4.305 -0.278
H 2.896 -3.876 -4.942
Zr -1.386 -0.734 2.154
O 0.856 -4.350 1.890
C 0.559 1.302 -4.692
C 0.484 2.012 5.449
*
```

---

No. 10
The following is a quantum chemistry calculation of C55H42ClN3O8P2S3Sn as an isolated structure in a non-equilibrium geometry, from OMol25.

## Properties
gap between HOMO and LUMO (alpha / beta) = 4.652 / 6.887 eV
HOMO energy (alpha / beta) = -3.430 / -3.480 eV
ΔE to the lowest compared entry with this formula, charge and spin = 127.3 kcal per mole

```
! wB97M-V def2-TZVPD RIJCOSX def2/J DEFGRID3
* xyz -2 1
H 3.683 -5.469 3.188
C 1.009 -3.496 -5.452
C 4.189 3.245 -2.530
C -2.057 3.730 0.707
H 4.532 -5.752 -1.291
H -3.505 3.009 -4.587
O 2.460 -0.776 0.754
S -0.707 1.276 3.687
O -1.140 -3.262 2.362
Sn 0.675 0.573 0.918
H 5.007 -3.674 0.012
C 2.387 -3.518 -5.269
C -1.463 -2.049 5.136
H -0.553 6.634 1.539
H 1.197 -1.196 5.595
C -2.023 1.561 -4.039
C 4.162 -2.879 3.703
C 5.886 2.298 -1.108
C -1.113 -2.045 2.450
C 2.238 -1.520 -3.943
H -3.168 2.689 -7.020
H 2.706 -0.757 -3.333
C -3.915 -1.930 5.589
C 2.043 2.401 -7.489
H 3.131 0.337 -1.153
C -1.780 -1.431 3.724
C -1.051 -0.222 4.336
H -0.405 -5.573 4.406
C 3.395 -1.642 0.562
O -3.749 8.290 0.069
O 0.519 2.841 1.370
C -2.686 -2.272 5.981
H 5.368 0.444 -0.131
H -0.116 -0.207 -6.216
H 0.491 -4.423 -1.845
H 4.577 -2.481 4.632
C -4.182 -1.334 4.285
O -0.687 -1.166 1.627
C 4.023 -3.858 -0.401
H -4.382 6.001 -0.263
S -1.490 -1.212 -2.093
C -2.497 6.436 0.648
C 3.763 -5.007 -1.130
C 1.067 3.135 -6.827
H 0.369 3.746 -7.386
C -2.773 2.294 -4.944
C 2.492 -5.190 -1.655
C 2.858 1.590 -5.377
C 0.973 3.083 -5.443
H 3.836 4.042 -3.175
H 0.970 -2.415 -0.512
C 1.758 -3.129 -0.698
C 0.940 0.680 -2.247
H 6.875 2.351 -0.666
H 2.101 2.425 -8.572
C -1.302 5.954 1.161
C -2.584 2.112 -6.311
C 0.276 4.064 1.663
C 1.631 -5.676 3.789
C 0.531 -5.032 4.305
H 1.884 -0.882 4.000
P 1.644 2.144 -2.889
C 1.483 -4.270 -1.442
O -1.943 8.611 1.186
C 3.002 -2.534 -4.511
C 5.450 3.310 -1.958
H 6.089 4.164 -2.153
H -4.001 3.540 -0.187
H 2.978 -4.315 -5.707
C 0.562 -3.677 4.669
H -2.502 -2.718 6.953
C 1.861 2.301 -4.708
C 0.246 -2.492 -4.877
C -3.249 4.222 0.189
C -3.197 -1.117 3.412
H -4.754 -2.104 6.254
C 1.946 -1.524 4.885
C 2.812 -4.974 3.605
C -1.072 4.590 1.177
C -0.873 0.481 -5.860
O 4.560 -1.504 0.933
H -3.383 -0.670 2.440
N -2.744 7.878 0.633
N -0.642 -3.232 5.284
C -3.472 5.586 0.144
H 4.006 -2.037 3.026
C -1.642 1.204 -6.766
H 4.905 -3.530 3.242
C -1.066 0.652 -4.495
S 0.596 3.683 -2.245
C 1.767 -2.971 4.506
O 0.985 4.829 2.310
P -0.158 -0.280 -3.208
N -0.857 -0.748 5.521
H 1.564 -6.721 3.508
C 3.029 -2.907 -0.189
H 0.529 -4.279 -6.027
C 5.056 1.224 -0.818
C 3.791 1.159 -1.393
H -1.276 -4.012 5.328
H 2.925 -1.356 5.333
C 0.859 -1.488 -4.132
H -1.494 1.064 -7.831
H -1.871 2.666 0.741
H -2.161 1.685 -2.972
H 3.572 1.006 -4.806
H 4.072 -2.562 -4.344
H -5.204 -1.070 4.036
C 2.878 -3.632 3.944
C 2.947 1.639 -6.762
Cl 2.170 -6.621 -2.609
C 3.355 2.163 -2.256
H 3.723 1.082 -7.273
H -0.833 -2.491 -4.985
H 0.222 3.655 -4.913
*
```